Computed, not measured: one molecule with the formula C10H7Cl2N3O2, with the ωB97M-V functional and the def2-TZVPD basis.

```
24
Properties=species:S:1:pos:R:3:nbo_charge:R:1
O -1.594 -2.826 0.001 -0.627
C -1.897 -1.656 -0.001 0.798
N -1.062 -0.586 -0.004 -0.650
C 0.329 -0.593 -0.003 0.249
C 1.090 -1.760 -0.001 -0.265
C 2.469 -1.684 0.000 -0.191
C 3.112 -0.456 0.000 -0.096
Cl 4.834 -0.381 0.003 0.025
C 2.354 0.712 -0.001 -0.039
Cl 3.126 2.252 -0.001 0.031
C 0.973 0.644 -0.002 -0.280
N -3.252 -1.311 -0.001 -0.619
C -3.844 -0.082 0.000 0.326
C -5.250 0.160 0.004 -0.383
C -5.335 1.516 0.003 0.163
O -4.118 2.057 0.000 -0.252
N -3.191 1.062 -0.002 -0.232
H -1.513 0.330 -0.004 0.436
H 0.597 -2.718 -0.001 0.262
H 3.059 -2.587 0.001 0.232
H 0.396 1.556 -0.003 0.230
H -3.871 -2.110 0.001 0.424
H -6.038 -0.562 0.006 0.241
H -6.167 2.192 0.005 0.219
```

The HOMO energy is -8.497 eV. Its SMILES is O=C(Nc1ccc(Cl)c(Cl)c1)Nc1ccon1. The calculation puts the HOMO-LUMO gap at 9.064 eV.



Computed, not measured: C32H35AsMnN3O3PSSe2Te as an isolated structure, with the ωB97M-V functional and the def2-TZVPD basis.

```
80
Properties=species:S:1:pos:R:3:mulliken_charge:R:1
Mn 1.166 1.502 -0.564 1.178
S 1.074 0.463 1.960 0.115
C -0.497 -0.160 2.571 0.058
C -0.740 0.140 3.908 -0.810
C -1.887 -0.321 4.534 -0.771
C -2.783 -1.103 3.825 -0.776
C -2.551 -1.380 2.486 -0.217
C -1.425 -0.895 1.825 0.573
As -1.228 -1.131 -0.108 0.372
C -2.048 0.629 -0.570 -0.068
C -2.572 2.003 -2.788 -0.508
C -2.216 3.346 -2.270 -0.583
C -2.779 3.888 -1.198 -0.908
C -2.939 2.359 0.869 -0.450
C -3.332 1.037 0.198 -0.452
C -2.638 -2.431 -0.500 0.237
C -3.987 -2.139 -0.704 0.375
C -4.886 -3.141 -1.039 -0.904
C -4.458 -4.454 -1.172 -0.468
C -3.120 -4.760 -0.979 -0.738
C -2.220 -3.753 -0.657 -0.682
H -0.025 0.748 4.445 0.540
H -2.070 -0.075 5.572 0.408
H -3.672 -1.490 4.307 0.432
H -3.270 -1.978 1.938 0.434
H -2.442 1.903 -3.860 0.518
H -1.480 3.907 -2.831 0.559
H -2.489 4.884 -0.886 0.400
H -3.314 2.572 1.865 0.543
H -3.765 0.268 0.833 1.098
H -4.348 -1.124 -0.624 0.211
H -5.927 -2.891 -1.199 0.431
H -5.163 -5.233 -1.431 0.382
H -2.772 -5.779 -1.087 0.415
H -1.176 -4.003 -0.521 0.315
Se -0.354 3.419 1.835 -0.103
Se 1.564 3.532 -2.307 -0.346
C 2.686 3.909 -0.836 0.271
C 3.552 5.011 -0.779 -0.845
C 4.346 5.186 0.330 -0.087
C 4.276 4.270 1.381 -0.869
C 3.393 3.221 1.260 -0.414
N 2.617 3.048 0.188 0.269
C -1.440 2.381 0.781 -1.281
C -3.686 3.127 -0.300 -0.021
C -4.212 1.752 -0.845 -0.602
C -3.764 1.288 -2.221 -0.813
C -2.397 0.676 -2.057 -0.950
N -0.997 1.549 -0.117 1.103
H 3.581 5.699 -1.612 0.427
H 5.020 6.032 0.385 0.374
H 4.881 4.375 2.270 0.422
H 3.272 2.495 2.057 0.419
H -4.479 3.762 0.092 0.403
H -5.286 1.643 -0.710 0.447
H -4.495 0.866 -2.898 0.326
H -2.117 -0.169 -2.677 1.015
C 6.995 -1.771 1.394 -1.427
C 5.691 -2.245 0.803 0.083
O 5.005 -1.103 0.267 -0.313
P 3.468 -1.112 -0.099 0.278
O 3.059 0.198 -0.626 -0.462
Te 2.233 -1.669 1.974 -0.073
O 3.266 -2.265 -1.165 -0.370
C 3.091 -3.665 -0.873 -0.190
C 1.680 -4.072 -1.214 -0.894
H 7.543 -2.620 1.804 0.395
H 6.811 -1.053 2.192 0.344
H 7.608 -1.295 0.630 0.334
H 5.068 -2.713 1.574 0.253
H 5.849 -2.964 -0.004 0.214
H 3.310 -3.857 0.181 0.313
H 3.830 -4.195 -1.473 0.351
H 0.978 -3.499 -0.608 -0.130
H 1.539 -5.136 -1.017 0.450
H 1.472 -3.881 -2.267 0.335
N 0.874 0.212 -2.472 -0.475
H 1.740 0.455 -2.942 0.325
H 0.106 0.563 -3.034 0.166
H 0.802 -0.796 -2.397 0.090
```

Its energy relative to the best compared isomer or geometry (same formula, charge and spin) is 46.91 kcal/mol. The HOMO energy (alpha / beta) is -6.645 / -6.682 eV. The multiplicity is 6. The expectation value of S² is 8.754. The calculation puts the HOMO-LUMO gap (alpha / beta) at 5.938 / 5.961 eV.



Values of calculated total energy, in order: -44093.529 -294636.641, all in eV.
Values of maximum force, in order: 1.13 0.64, all in eV Å⁻¹.